Computed, not measured: a molecular structure, C30H42AsN3ORuS4 at a distorted geometry, with ωB97M-V/def2-TZVPD.

```
82
Properties=species:S:1:pos:R:3:forces:R:3
Ru 0.29280 0.44330 -0.12320 0.183 -1.606 -0.151
S 2.56300 -0.66630 0.21200 -0.301 0.205 -0.346
C 2.33900 -1.46840 1.74580 -0.078 0.145 0.048
C 3.33220 -2.38940 2.09620 -0.028 0.056 0.054
C 3.23860 -3.14430 3.24370 -0.006 0.030 0.083
C 2.14770 -2.98540 4.08880 -0.109 -0.001 0.086
C 1.15950 -2.07570 3.76630 0.069 -0.100 -0.032
C 1.23400 -1.33120 2.59390 -0.075 0.089 0.052
S -0.11370 -0.17600 2.32870 -0.085 -0.452 -0.463
C -1.50390 -1.37000 2.10770 0.367 0.196 0.304
C -2.45510 -0.95710 1.03110 -0.343 0.159 -0.003
C -3.82530 -1.03480 1.23580 0.154 -0.042 -0.176
C -4.67140 -0.76890 0.16910 0.164 0.020 -0.100
C -4.12360 -0.45440 -1.06290 0.051 -0.088 0.177
C -2.73970 -0.35600 -1.18060 -0.107 -0.136 0.194
C -2.14300 -0.00380 -2.51730 0.515 0.281 -0.112
S -0.32080 -0.15710 -2.66210 -0.513 -0.257 0.272
C -0.22630 -1.91390 -2.99290 0.136 0.224 0.021
C -0.52150 -2.31300 -4.28650 -0.021 -0.093 -0.140
C -0.47320 -3.65100 -4.63720 -0.038 0.073 -0.052
C -0.13590 -4.59910 -3.67980 -0.061 -0.033 -0.080
C 0.17720 -4.20390 -2.39830 0.065 0.100 0.014
C 0.15460 -2.85230 -2.03180 -0.072 0.127 -0.036
S 0.57760 -2.43600 -0.40950 0.125 0.176 0.477
N -1.93860 -0.57080 -0.14040 0.032 0.301 -0.089
H 4.16930 -2.50480 1.42410 0.081 -0.040 -0.026
H 4.01380 -3.85520 3.48250 0.084 -0.076 0.041
H 2.06660 -3.55490 5.00160 0.019 -0.092 0.062
H 0.31660 -1.93130 4.42680 -0.054 -0.007 0.101
H -2.02370 -1.46530 3.06120 0.033 -0.082 -0.096
H -1.03450 -2.31900 1.83410 -0.096 0.079 0.052
H -4.21880 -1.31960 2.20010 0.008 -0.014 0.055
H -5.74140 -0.82690 0.29910 -0.089 0.003 -0.029
H -4.75320 -0.28630 -1.92210 -0.063 0.046 -0.106
H -2.36210 1.03990 -2.76410 -0.071 -0.109 -0.003
H -2.56000 -0.64590 -3.29300 -0.088 0.115 -0.007
H -0.79290 -1.56080 -5.01190 0.019 0.031 -0.169
H -0.68480 -3.94670 -5.65310 -0.066 -0.040 -0.066
H -0.11640 -5.64890 -3.93630 0.034 -0.030 -0.032
H 0.45270 -4.92660 -1.64750 0.061 -0.120 0.065
C -1.79690 4.64030 -2.83270 0.093 -0.186 0.168
C -1.52630 4.58280 -1.33720 -0.069 -0.238 -0.083
As -0.75030 2.87090 -0.61150 0.001 1.359 0.145
C -0.74660 3.58060 1.25730 0.019 -0.091 0.120
C -2.07860 3.16360 1.88500 0.056 -0.030 -0.328
C 0.98710 2.88300 -1.63130 -0.065 -0.192 0.032
C 1.82300 4.13130 -1.89510 -0.089 0.059 0.088
H -2.05790 5.65930 -3.11820 -0.037 -0.011 -0.061
H -2.62750 3.98810 -3.10130 0.017 -0.027 -0.108
H -0.91680 4.34900 -3.40630 -0.016 -0.006 -0.095
H -2.45180 4.77560 -0.78660 0.165 -0.126 0.086
H -0.81400 5.36680 -1.05650 -0.029 -0.222 0.098
H -0.64400 4.66950 1.28120 0.087 -0.103 -0.168
H 0.05640 3.13070 1.83600 0.028 0.108 -0.238
H -2.92600 3.59180 1.34540 -0.080 -0.046 0.085
H -2.13150 3.48710 2.92370 -0.034 0.031 0.022
H -2.17430 2.07420 1.85940 -0.102 0.035 0.049
H 0.63360 2.49640 -2.60000 -0.010 -0.030 0.328
H 1.63090 2.08530 -1.20140 -0.133 0.288 -0.238
H 1.23410 5.04140 -1.78420 0.074 0.092 -0.019
H 2.21200 4.10890 -2.91220 -0.011 0.017 -0.036
H 2.67780 4.18590 -1.23030 0.020 0.078 0.048
C 2.52740 4.72410 1.39010 -0.147 -0.069 -0.269
N 3.03490 3.73760 2.31500 0.036 0.054 -0.023
C 3.85680 4.27500 3.37700 0.130 0.010 0.171
C 2.67790 2.44030 2.21310 0.076 -0.154 0.052
O 1.82400 2.06500 1.40510 -0.249 0.135 -0.057
N 3.28070 1.52310 3.07410 0.108 0.171 0.063
C 2.49330 1.05380 4.18990 -0.018 0.021 0.022
C 4.71280 1.44860 3.24440 0.025 -0.124 -0.002
H 2.00020 5.50920 1.93370 -0.003 0.021 0.032
H 1.83130 4.23580 0.71400 0.118 0.134 0.028
H 3.34750 5.18000 0.83020 -0.041 0.015 -0.032
H 3.48470 5.27010 3.62410 0.045 -0.044 0.019
H 4.90280 4.36260 3.07200 -0.014 0.023 0.081
H 3.78550 3.65830 4.26690 0.059 -0.012 0.028
H 1.43900 1.10410 3.92790 -0.001 -0.030 0.134
H 2.65780 1.66430 5.08900 0.018 -0.016 0.019
H 2.75610 0.02130 4.41740 -0.035 -0.021 0.067
H 5.21630 1.97520 2.44060 0.079 0.050 -0.098
H 5.00330 0.39760 3.19360 0.098 -0.039 -0.006
H 5.06120 1.84400 4.20370 -0.007 0.079 0.035
```
Forces are in eV/Å.

ΔE to the lowest compared entry with this formula, charge and spin: 162.0 kJ/mol
net charge: +1
electronic energy: -145064.0646 eV
HOMO energy (alpha / beta): -0.345 / -0.366 Eh
spin multiplicity: 6
LUMO level (alpha / beta): -2.1 / -3.8 eV
largest force on an atom: 1.62 eV Å⁻¹

Computed, not measured: 4 unconnected molecules or ions with the total composition C30H42BF34NO6PS at a distorted geometry, with ωB97M-V/def2-TZVPD.

```
116
Properties=species:S:1:pos:R:3:forces:R:3
C -2.67519 3.04115 -2.69455 0.007 -0.250 0.288
C -1.17065 2.99852 -2.66766 1.186 -0.398 -1.568
O -0.53859 2.58340 -3.64157 -0.819 0.849 1.523
O -0.53022 3.47577 -1.58639 -0.292 -0.739 -0.478
C -1.10040 3.15808 -0.27935 -0.029 0.371 0.485
C -0.07923 2.60664 0.66758 0.232 0.412 0.108
P -0.91700 1.64559 2.15707 -0.214 -0.110 -0.033
C -1.39761 0.17499 0.96411 0.184 0.251 0.171
C -1.05674 -1.24231 1.40895 0.083 -0.034 -1.161
C -0.02746 -1.90502 0.50912 0.394 0.283 1.008
F -0.63049 -2.60216 -0.53264 -0.078 -0.095 -0.150
C 0.83421 0.92907 2.61571 0.108 0.235 0.174
C 1.20911 0.56935 4.06003 0.806 -0.637 -0.294
C 1.30209 -0.94261 4.35172 -0.240 0.610 0.348
C 0.09444 -1.57039 5.01990 0.286 -1.356 -0.409
C 0.45146 -2.97980 5.52979 0.131 0.929 0.744
F 0.87722 -2.83083 6.83959 0.027 -0.220 -0.187
F 1.48859 -3.56850 4.88734 -0.367 -0.074 -0.109
C -0.71251 -3.98672 5.65326 0.154 -0.637 0.764
F -1.66906 -3.46371 6.45444 0.381 -0.083 -0.574
F -0.24642 -5.10002 6.27737 -0.245 0.503 -0.237
S -1.51411 -4.56829 4.04773 0.007 -0.431 0.289
F -0.50084 -3.75863 3.16203 0.180 0.330 -0.256
F -2.50235 -3.35814 4.07708 -0.199 0.484 -0.061
F -2.52705 -5.42607 4.91313 -0.233 -0.171 0.157
F -0.54193 -5.81083 3.97427 0.223 -0.229 -0.046
F -2.22042 -5.08499 2.74462 -0.129 -0.073 -0.225
B -1.94747 0.91249 3.71558 -0.150 -0.214 0.156
O -1.87343 1.63649 4.92639 0.595 -0.208 -0.133
N -2.95032 -0.18618 3.69433 -0.239 0.537 0.470
C -4.10613 0.34018 2.91551 0.173 -0.529 0.052
C -3.44560 -0.56695 5.02151 -0.241 0.533 -0.170
H -3.07862 3.95807 -2.28155 0.037 0.185 0.142
H -3.05801 2.21578 -2.10369 -0.148 -0.136 0.158
H -3.02028 2.89899 -3.70497 0.034 0.038 -0.342
H -1.47350 4.08643 0.13791 -0.232 0.244 -0.043
H -1.95442 2.49166 -0.34070 -0.057 -0.219 -0.403
H 0.43708 3.45883 1.10611 0.263 0.055 0.220
H 0.68204 2.02546 0.15213 -0.086 -0.324 -0.205
H -2.21253 2.32460 1.79157 -0.210 0.085 -0.042
H -0.60834 2.79097 3.02734 0.135 0.003 0.052
H -0.90387 0.36363 0.01466 0.179 0.010 -0.257
H -2.45283 0.28390 0.74183 -0.288 -0.041 0.112
H -0.66360 -1.32312 2.41357 -0.187 0.285 0.325
H -1.93436 -1.87430 1.31207 -0.244 -0.248 0.469
H 0.66211 -1.17699 0.09598 0.035 0.158 -0.379
H 0.57065 -2.60211 1.09460 0.015 -0.452 -0.154
H 1.20905 0.13326 1.96694 -0.260 -0.352 -0.144
H 1.48565 1.74922 2.33161 -0.011 0.447 0.027
H 2.24269 0.85805 4.18355 0.140 0.421 -0.020
H 0.71862 1.12423 4.85704 -0.586 0.052 -0.107
H 1.54804 -1.44064 3.42289 -0.098 -0.316 -0.258
H 2.15187 -1.10928 5.00592 0.208 -0.045 0.221
H -0.75414 -1.66453 4.35151 -0.221 0.352 -0.053
H -0.18823 -1.03268 5.91255 -0.212 0.283 0.175
H -1.47905 1.12828 5.64098 -0.275 0.073 0.182
H -5.03217 0.04589 3.39565 -0.196 -0.242 0.176
H -4.12292 1.42633 2.89976 0.029 0.255 -0.288
H -4.13604 -0.06171 1.91021 0.111 0.107 -0.267
H -4.04837 0.23281 5.45879 -0.091 0.161 0.170
H -2.64958 -0.75199 5.73353 0.277 -0.283 -0.003
H -4.08886 -1.43794 4.96315 0.001 -0.360 -0.083
C -2.43223 5.30648 -8.94674 0.033 -0.068 -0.597
C -1.75456 5.75154 -7.63418 -0.564 0.165 0.043
C -1.28322 4.67086 -6.65554 0.408 -0.225 0.285
F -2.31111 3.94356 -6.18604 -0.349 0.045 -0.208
F -0.68428 5.26522 -5.60360 -0.042 0.183 -0.098
F -2.54540 6.64363 -7.00057 -0.040 -0.067 0.063
F -0.62436 6.41771 -8.01127 0.139 -0.102 -0.096
O -3.85387 5.36194 -9.03789 -0.013 -0.050 0.738
C -4.67542 4.31570 -8.67951 0.507 0.142 -0.447
C -5.63207 4.70812 -7.54790 -0.167 0.101 0.100
F -4.95263 5.05789 -6.44345 0.182 -0.046 0.031
F -6.41532 3.64744 -7.24763 0.006 -0.018 -0.056
F -3.99122 3.19731 -8.39618 0.066 0.076 0.179
F -5.44864 4.03811 -9.75748 -0.099 -0.014 -0.024
H -2.10918 6.04746 -9.67607 -0.018 0.058 0.039
H -2.04244 4.35249 -9.29989 -0.042 -0.155 0.258
H -0.55799 4.00321 -7.12980 -0.047 0.008 -0.064
H -6.25912 5.54638 -7.85912 0.014 -0.030 -0.073
C 1.21495 -5.11052 -4.91392 0.545 0.344 0.130
C 0.38676 -6.25655 -5.53358 -0.210 0.144 0.607
C -0.50976 -5.94440 -6.73748 0.076 -0.152 -0.290
F -1.48683 -5.07797 -6.43691 -0.035 0.196 0.256
F -1.09792 -7.09594 -7.15106 0.074 -0.023 0.037
F -0.32877 -6.87547 -4.57437 -0.101 0.027 -0.031
F 1.29798 -7.16441 -5.99999 0.094 0.064 -0.176
O 0.75995 -4.48907 -3.72290 -0.724 -0.349 -0.232
C -0.08580 -3.38947 -3.71775 0.631 -0.036 -0.164
C -1.40780 -3.69762 -2.99976 -0.240 -0.048 -0.015
F -2.05586 -4.70517 -3.63665 0.088 -0.039 -0.220
F -2.19938 -2.60674 -3.04513 0.084 0.028 -0.065
F -0.28939 -2.91160 -4.96399 -0.167 -0.242 -0.061
F 0.54502 -2.42166 -3.03602 -0.032 0.059 0.020
H 2.13848 -5.59671 -4.60216 -0.028 -0.067 0.012
H 1.50569 -4.37588 -5.66515 -0.255 0.027 -0.129
H 0.08392 -5.54642 -7.56530 0.037 0.016 0.039
H -1.23964 -3.98616 -1.96921 0.141 0.014 0.080
C 7.46859 -0.06023 5.05157 -0.266 -0.228 0.516
C 8.64347 0.23817 4.09587 -0.523 -0.184 -0.339
C 9.15782 1.67898 3.99577 0.309 0.061 0.094
F 8.22976 2.51724 3.51148 -0.324 -0.046 -0.024
F 10.21505 1.70422 3.14730 0.000 -0.078 0.029
F 8.36343 -0.23761 2.86672 -0.015 0.101 -0.045
F 9.70237 -0.48288 4.57260 0.084 0.080 0.174
O 6.16136 -0.20538 4.51477 0.308 0.385 -0.691
C 5.28469 0.85233 4.35173 0.378 -0.417 0.755
C 4.88443 1.05421 2.88644 -0.164 -0.030 -0.190
F 5.97361 1.31856 2.13552 0.189 0.019 0.086
F 4.05234 2.10834 2.80884 0.036 0.037 0.056
F 5.76203 1.98276 4.90698 0.115 0.048 -0.208
F 4.16728 0.52454 5.03660 0.190 0.054 -0.005
H 7.68967 -1.05493 5.43573 0.029 -0.029 -0.063
H 7.47739 0.60073 5.91803 0.033 0.254 -0.139
H 9.49334 2.03661 4.97341 -0.038 -0.035 0.022
H 4.39081 0.16034 2.49789 -0.042 0.010 0.072
```
Forces are in eV/Å.

net charge: -1
electronic energy: -158758.6850 eV
HOMO energy: -0.132 Eh
LUMO level: 2.0 eV
largest force on an atom: 2.01 eV Å⁻¹

Computed, not measured: a molecular structure, C30H42BGe2N6PdS2, with ωB97M-V/def2-TZVPD.

```
84
Properties=species:S:1:pos:R:3:forces:R:3
Pd -0.06625 -0.27197 0.31343 0.177 0.181 0.638
C -0.83390 -3.68376 -2.88084 -0.016 0.017 -0.013
N -1.83976 -3.29849 -1.90593 0.021 -0.053 -0.032
C -2.74840 -4.15960 -1.32934 0.127 -0.013 -0.056
C -3.52772 -3.41049 -0.52184 -0.043 0.148 -0.002
N -3.10823 -2.09883 -0.60542 -0.059 0.005 0.066
B -3.87407 -1.00673 0.27021 0.037 -0.044 0.063
N -3.63406 0.42071 -0.29196 -0.151 -0.099 -0.075
C -4.35699 0.96665 -1.33133 0.065 -0.056 0.094
C -3.86839 2.20092 -1.58431 0.075 0.044 0.074
N -2.84539 2.40759 -0.68061 0.062 0.120 -0.099
C -2.01476 3.59896 -0.57496 -0.094 -0.010 0.002
C -2.71280 1.31014 0.08209 -0.179 0.062 0.076
S -1.55727 1.16902 1.36573 0.250 0.149 -0.366
C -2.06582 -2.04168 -1.44701 -0.107 -0.042 0.021
S -1.17541 -0.64302 -1.95772 0.042 -0.114 0.082
H -1.06634 -4.68448 -3.23503 -0.016 0.004 0.000
H 0.15676 -3.68480 -2.43315 0.048 0.003 0.032
H -0.84157 -2.99132 -3.71870 -0.007 0.020 0.012
H -2.76558 -5.21040 -1.56092 0.003 0.027 0.000
H -4.36879 -3.68683 0.09029 0.024 0.016 -0.020
H -5.04625 -1.25920 0.15390 0.057 -0.001 0.026
H -3.48531 -1.09400 1.40986 0.022 0.050 -0.104
H -5.16676 0.42854 -1.79045 0.012 0.004 0.005
H -4.15942 2.95140 -2.29763 0.012 -0.018 0.010
H -2.35528 4.32466 -1.30811 -0.018 -0.019 -0.012
H -0.97482 3.34616 -0.76684 0.019 -0.029 -0.021
H -2.09260 4.02620 0.42245 -0.023 -0.016 -0.002
C 3.66726 -1.50475 -2.76497 -0.028 0.016 0.027
C 2.16347 -1.37688 -2.50344 -0.033 0.023 -0.084
Ge 1.68565 0.14714 -1.36774 -0.117 -0.070 0.301
C 1.21651 1.76008 -2.34559 0.017 0.098 -0.025
C 2.38219 2.16498 -3.25778 -0.015 -0.017 0.017
C 3.15972 0.32634 -0.10863 0.138 0.166 -0.220
C 3.14859 0.33350 1.22745 0.019 0.115 0.273
Ge 1.42869 0.65424 2.16426 -0.250 -0.319 -0.351
C 1.21204 2.59981 2.37443 -0.010 0.000 -0.051
C 2.26355 3.32911 3.21384 -0.009 -0.030 -0.036
C 0.93646 -0.44425 3.72115 0.002 0.015 0.010
C 1.70272 -0.26531 5.03533 -0.034 0.039 -0.064
C 4.40890 0.22420 2.01082 -0.005 -0.032 0.006
C 4.49314 0.71724 3.31182 0.020 0.024 -0.011
C 5.66939 0.63489 4.04284 -0.015 -0.003 -0.023
C 6.78901 0.03597 3.48725 -0.009 0.001 -0.007
C 6.71807 -0.48413 2.20112 0.012 -0.012 -0.011
C 5.54266 -0.39522 1.47467 -0.021 -0.051 0.011
H 3.87330 -2.32162 -3.45809 -0.016 0.006 0.008
H 4.22180 -1.70815 -1.84615 -0.006 -0.004 -0.020
H 4.08497 -0.59547 -3.20219 0.000 -0.014 0.008
H 1.77847 -2.26654 -2.00782 0.004 -0.083 -0.048
H 1.60348 -1.27607 -3.43459 -0.004 0.008 0.012
H 0.99443 2.54705 -1.62466 0.010 0.023 0.025
H 0.31162 1.57154 -2.92474 -0.008 0.002 0.002
H 3.30259 2.32524 -2.69201 -0.014 0.006 -0.009
H 2.15676 3.09344 -3.78316 -0.003 -0.007 -0.001
H 2.57926 1.40255 -4.01360 0.005 0.005 0.005
H 4.13178 0.31119 -0.60761 -0.006 -0.041 0.042
H 0.21184 2.77692 2.77125 0.025 -0.019 0.003
H 1.21385 2.98463 1.35049 -0.033 0.032 0.031
H 2.29353 2.96355 4.24179 0.000 0.003 -0.003
H 2.03014 4.39394 3.26037 -0.006 -0.010 -0.009
H 3.26436 3.23268 2.79152 -0.011 -0.002 0.002
H 0.97197 -1.48593 3.39701 0.035 -0.022 0.023
H -0.12149 -0.21224 3.87692 -0.010 -0.001 -0.028
H 2.73785 -0.59130 4.95077 0.006 -0.008 -0.003
H 1.23427 -0.85478 5.82481 -0.005 0.010 -0.008
H 1.70094 0.77530 5.36499 0.011 -0.005 0.004
H 3.63540 1.19445 3.76584 -0.020 -0.003 0.001
H 5.70733 1.03808 5.04667 0.000 -0.004 -0.012
H 7.70794 -0.03610 4.05411 -0.014 0.001 -0.009
H 7.58207 -0.96965 1.76535 -0.016 0.007 0.008
H 5.50186 -0.83341 0.48455 0.006 0.011 0.007
N 1.46793 -7.39848 1.78746 -0.004 0.052 -0.008
C 1.31876 -6.27837 1.58515 -0.006 0.005 -0.003
C 1.12419 -4.87684 1.31715 0.053 -0.064 0.003
C -0.12496 -4.29427 1.49739 -0.080 -0.013 0.029
C -0.27404 -2.95329 1.21264 0.121 0.004 -0.038
N 0.74109 -2.19849 0.75833 0.014 -0.121 -0.184
C 1.94516 -2.75565 0.60872 -0.071 0.033 0.030
C 2.18098 -4.09077 0.87679 0.024 -0.041 0.025
H -0.96619 -4.87125 1.85397 0.004 0.009 -0.002
H -1.22931 -2.45775 1.35669 0.006 -0.006 -0.040
H 2.73824 -2.09890 0.27669 -0.001 -0.059 0.003
H 3.16829 -4.50951 0.74537 0.005 0.011 -0.007
```
Forces are in eV/Å.

ΔE to the lowest compared entry with this formula, charge and spin: 0.0 kJ/mol
net charge: +1
electronic energy: -179587.4961 eV
HOMO energy (alpha / beta): -0.389 / -0.389 Eh
LUMO level (alpha / beta): -3.8 / -3.8 eV
largest force on an atom: 0.69 eV Å⁻¹